C40H50F2N6O3P2RuS | the ωB97M-V functional and the def2-TZVPD basis

The geometry in XYZ format:
```
105
Properties=species:S:1:pos:R:3:forces:R:3
Ru -17.846661 -9.198784 -0.716213 -0.97 1.75 1.34
S -19.894987 -8.675370 -1.739334 -1.15 0.99 0.22
C -19.827578 -8.557607 -3.493751 -0.51 1.28 -0.39
C -20.826401 -7.776334 -4.114832 -0.24 0.11 -0.85
C -20.963479 -7.778557 -5.517746 1.14 -0.58 1.00
C -20.018474 -8.547687 -6.223637 0.37 -0.77 0.51
C -18.980359 -9.202737 -5.513936 -1.47 1.40 0.28
N -18.872108 -9.135898 -4.186002 0.37 -1.02 -0.11
H -21.485216 -7.146735 -3.524090 -0.02 -0.35 0.08
H -21.771056 -7.206067 -5.974684 0.33 -0.25 -0.07
H -20.065017 -8.769613 -7.279917 -0.18 0.42 -0.15
H -18.225769 -9.780129 -6.006068 0.33 -0.14 -0.40
F -16.996423 -11.146447 -2.563452 1.54 -1.10 -2.08
C -17.972205 -10.870745 -1.729529 -0.47 -2.84 -0.35
F -19.143112 -11.425571 -2.140907 0.15 -0.42 -0.45
H -17.686857 -11.385122 -0.766357 -0.57 -0.17 -0.28
C -21.914308 -13.550915 0.833297 -0.35 0.25 -0.64
N -21.180623 -12.310895 0.518716 0.24 -0.07 0.72
C -21.787172 -11.533242 -0.542704 -0.18 -0.41 -1.09
P -20.072639 -11.638508 1.564043 -0.77 -0.08 0.99
O -19.127495 -10.671712 0.926467 -0.08 0.13 -0.27
N -19.451134 -13.026716 2.262913 0.99 0.29 -0.44
C -18.878447 -14.021603 1.329242 0.26 -0.12 0.28
C -18.766331 -12.994132 3.563287 -1.87 -0.05 1.08
N -20.779787 -10.818503 2.857266 -0.13 -0.06 -0.59
C -21.764889 -11.410582 3.753449 0.25 -0.26 0.19
C -20.758160 -9.350982 2.936982 1.72 -0.76 0.47
H -21.835244 -14.234968 -0.031100 -0.05 0.21 0.25
H -23.004131 -13.337513 0.973990 0.82 -0.14 0.13
H -21.476833 -14.055114 1.693538 -0.28 0.16 -0.02
H -21.765326 -12.146073 -1.479555 -0.11 0.45 0.61
H -21.223935 -10.627726 -0.775126 -0.10 -0.15 0.27
H -22.844863 -11.287766 -0.331063 0.39 -0.02 0.06
H -19.245030 -13.809606 0.340928 -0.26 -0.11 -0.45
H -19.145253 -15.064026 1.594060 0.03 0.57 0.05
H -17.774666 -13.961009 1.253396 -0.41 0.10 0.33
H -18.750930 -11.989439 4.022528 -0.06 -0.38 -0.42
H -17.763710 -13.366104 3.521538 0.64 -0.19 -0.29
H -19.356625 -13.656361 4.260713 0.75 0.55 -0.44
H -21.726734 -12.497620 3.696742 0.01 -0.04 -0.08
H -22.800229 -11.102030 3.526605 0.35 0.06 0.08
H -21.508852 -11.148647 4.798384 -0.27 0.02 -0.39
H -20.187129 -8.961758 2.083691 -0.51 0.05 0.17
H -20.170314 -9.090258 3.849081 -0.55 0.17 -0.39
H -21.759573 -8.960322 3.017023 -0.32 0.29 -0.16
O -16.139031 -8.347233 -2.264913 0.29 0.51 -0.54
P -15.429661 -7.424190 -3.232701 0.02 -0.56 0.93
C -15.388476 -7.987913 -4.915112 0.25 0.54 -0.75
C -15.037172 -9.309427 -5.122589 -0.90 -1.02 0.17
C -14.816633 -9.809202 -6.404007 0.31 -0.18 0.15
C -14.796718 -8.919675 -7.469425 -0.03 0.02 -0.79
C -15.202929 -7.594366 -7.278490 0.22 -0.06 -0.33
C -15.468100 -7.113762 -6.011177 -0.02 0.16 0.58
C -16.013028 -5.732467 -3.290689 -0.98 -0.21 -0.57
C -15.275628 -4.643259 -2.907845 -0.26 1.25 0.60
C -15.782302 -3.334995 -3.089796 0.97 -0.35 0.39
C -17.038375 -3.105787 -3.632862 0.27 0.00 0.20
C -17.782278 -4.205073 -4.016920 -0.07 -1.35 0.03
C -17.258949 -5.495902 -3.869645 -0.22 0.69 -0.40
C -13.689103 -7.251360 -2.792624 -0.38 -0.50 -0.47
C -12.727558 -6.901047 -3.729870 0.62 -0.02 0.03
C -11.405632 -6.707228 -3.302072 0.25 0.10 0.19
C -11.037055 -6.856248 -1.955742 -2.30 -0.27 -0.53
C -12.071992 -7.219831 -1.055630 1.68 -0.14 0.04
C -13.354025 -7.491191 -1.471221 0.21 0.72 -0.32
H -15.091824 -9.986568 -4.265404 0.21 0.11 -0.27
H -14.664279 -10.886892 -6.566313 0.18 0.66 0.14
H -14.447198 -9.249440 -8.471012 -0.61 0.19 0.76
H -15.324537 -6.923346 -8.123539 0.29 -0.11 0.03
H -15.676155 -6.047853 -5.843666 -0.07 -0.59 -0.24
H -14.356713 -4.809909 -2.371384 0.40 0.26 -0.16
H -15.125483 -2.513866 -2.786560 -0.43 -0.16 -0.10
H -17.423011 -2.098334 -3.747697 0.08 -0.08 -0.01
H -18.777733 -4.171719 -4.439937 0.04 0.49 -0.09
H -17.791054 -6.299282 -4.343807 -0.40 -0.46 0.20
H -12.987693 -6.853062 -4.795661 0.17 0.23 0.52
H -10.640255 -6.410984 -4.013247 -0.14 -0.15 -0.06
H -10.019773 -6.729311 -1.642705 0.22 0.14 0.19
H -11.809235 -7.344698 -0.018421 0.00 -0.09 0.26
H -14.127160 -7.827293 -0.812289 -0.25 -0.10 0.51
N -14.112266 -11.083028 0.895445 0.22 -0.17 0.32
C -14.997996 -10.821859 -0.094546 -0.94 0.29 0.81
N -16.066327 -10.174931 0.351921 1.58 -0.52 0.93
C -15.855974 -10.017912 1.724354 0.58 0.07 0.63
C -16.615949 -9.356519 2.692119 -0.05 0.12 0.07
C -16.166135 -9.388605 4.014545 -0.49 0.47 -0.14
C -14.991341 -10.054930 4.393494 0.08 -0.39 -1.10
C -14.174328 -10.651232 3.425067 0.07 -0.27 0.72
C -14.627187 -10.605170 2.121304 -0.61 0.11 -1.90
H -13.220405 -11.532766 0.739961 -0.21 0.01 0.16
H -14.909979 -11.208096 -1.103721 0.20 0.30 0.08
H -17.521791 -8.816728 2.390634 0.30 -0.34 0.32
H -16.740722 -8.839454 4.775209 0.25 -0.45 -0.34
H -14.751299 -10.168447 5.431174 0.22 0.20 0.33
H -13.259660 -11.199335 3.690183 -0.44 0.39 -0.07
C -18.900993 -5.747325 0.209754 0.26 -0.63 1.20
C -17.548013 -6.313003 0.501352 1.12 -1.39 -0.52
C -16.598481 -5.520885 1.343117 0.18 0.61 -0.12
O -17.141709 -7.431691 0.105151 -0.15 3.18 1.00
H -19.087553 -5.586286 -0.830146 -0.04 -0.05 -0.74
H -18.958469 -4.826318 0.764846 -0.36 0.41 -0.01
H -19.644932 -6.452579 0.610230 0.05 0.15 -0.31
H -16.644509 -5.815817 2.385475 -0.05 -0.44 0.24
H -16.848557 -4.461398 1.361962 -0.02 0.04 -0.24
H -15.569628 -5.644456 0.994236 -0.18 -0.14 0.07
```
Positions in Å, forces in eV/Å.

The spin multiplicity is 6. Its largest force on an atom is 0.0650 Eh/bohr. Its expectation value of S² is 8.766. The energy above the lowest of the compared OMol25 structures with the same formula, charge and spin comes out at 0.00 kJ/mol. As for the charge: +1. The gap between HOMO and LUMO (spin up / spin down) is 5.390 / 6.760 eV.